Entry 1:
{"formula": "C6H5Cl2GaLaNO3", "method": "ωB97M-V with the def2-TZVPD basis set", "symbols": ["H", "O", "Cl", "C", "H", "Cl", "C", "H", "C", "C", "H", "C", "N", "O", "H", "C", "O", "Ga", "La"], "coordinates": [[0.3264, 0.2753, 5.3063], [0.4989, 1.5683, -6.3872], [-1.2664, -1.8847, -1.8064], [0.0563, -2.0902, -5.0666], [1.5422, -0.0364, 4.1166], [-1.1885, 1.8163, -2.4016], [-0.5414, -0.4121, 3.4409], [0.5527, 1.4304, 4.0436], [0.5464, 0.3672, 4.2485], [-0.5360, -0.5389, 2.0275], [-0.5510, -1.4343, 3.8458], [1.0659, 1.5295, -0.2743], [-0.5628, -0.5968, 0.8360], [1.6228, 2.3988, 0.1598], [-1.5051, 0.0351, 3.7126], [0.1491, 0.8795, -5.5460], [0.3554, -3.0291, -5.6449], [0.1217, 0.0364, -0.9516], [-0.6864, -0.3144, -3.6589]], "e_tot_ev": -92164.1750, "e_lumo_ev": -19.93, "homo_lumo_gap_ev": 4.48, "charge": 4}

=====

Entry 2:
{"formula": "C6H5Cl2NO3S2", "method": "ωB97M-V with the def2-TZVPD basis set", "symbols": ["N", "Cl", "C", "H", "O", "O", "H", "S", "C", "O", "H", "C", "H", "Cl", "C", "S", "C", "C", "H"], "coordinates": [[-1.9221, 1.1342, 0.9233], [-3.2164, 2.2406, 0.9883], [2.9319, -0.3331, 0.2791], [3.2840, 0.2488, -1.7528], [-1.4681, 1.7479, -1.5500], [-4.3726, -0.7522, -0.2378], [3.9698, -0.5617, 0.4681], [-3.2663, -1.5525, -0.6351], [0.6672, -0.1839, 1.0586], [-2.0139, -0.6070, -1.0674], [2.3069, -0.8537, 2.2590], [0.3032, 0.2859, -0.1895], [-0.0848, -0.2759, 1.8249], [-2.4021, -2.2580, 1.1542], [1.9956, -0.4974, 1.2887], [-1.3621, 0.8321, -0.4647], [2.5488, 0.1257, -0.9721], [1.2209, 0.4407, -1.2121], [0.8802, 0.8195, -2.1628]], "e_tot_ev": -60647.6923, "e_lumo_ev": -0.22, "homo_lumo_gap_ev": 9.33}